11
Properties=species:S:1:pos:R:3 method="wB97M-V/def2-TZVPD" e_lumo_ev=0.9 gap_ev=9.834 total_charge=0 fmax_ev_per_a=1.64 homo_ev=-9.0 de_lowest_ev=2.480 e_tot_ev=-8775.2148
C -1.9320 0.2370 -0.2733
C -0.7203 -0.6230 -0.1692
O -0.6206 -1.7846 -0.4297
O 0.3429 0.1689 0.2644
C 1.3639 -0.5883 0.7129
N 2.4688 0.1588 0.8263
H -2.1665 0.6273 0.7214
H -1.7169 1.0892 -0.9243
H -2.7578 -0.3529 -0.6624
H 3.0988 -0.5230 0.4284
H 2.5160 1.1356 0.5153